1.
Entry from the OMol25 dataset: C11H16IrN5O3PS2Te as an isolated structure (ωB97M-V/def2-TZVPD).

Computed properties:
Lowest unoccupied orbital energy (spin up / spin down), eV: -8.4 / -9.5
Gap between HOMO and LUMO (spin up / spin down), eV: 5.8470 / 4.6878
Net charge: +2
HOMO energy (spin up / spin down), eV: -14.235 / -14.234
E, Ha: -2437.92430
2S+1: 2

Last column: Mulliken spin population.
Cartesian coordinates (Å):
Ir -0.0133 0.9884 0.8773  0.177
N 2.6191 -1.2637 1.7442  0.000
C 2.9266 0.0261 1.5607  0.004
N 2.0450 0.9651 1.2266  0.015
C 2.6474 2.2281 1.1501  -0.009
C 3.9674 2.2292 1.3869  0.003
S 4.5318 0.6244 1.6883  0.000
C 1.7295 3.3366 0.9182  0.010
C 1.9723 4.6510 0.8421  0.000
S 0.5062 5.5364 0.6186  0.000
C -0.4055 4.0736 0.6710  0.002
N 0.3658 2.9924 0.8246  0.006
N -1.7260 4.0737 0.5354  0.000
H 1.6450 -1.5137 1.8447  0.001
H 3.3016 -1.8786 2.1575  0.000
H 4.6483 3.0635 1.4162  0.001
H 2.9194 5.1599 0.9089  0.000
H -2.2184 4.9495 0.4627  0.000
H -2.2763 3.2420 0.7160  -0.001
N -3.1338 1.2585 1.0514  0.001
C -1.9852 1.1603 0.9961  0.014
C 1.1540 -3.7658 -2.5826  -0.003
C 1.0589 -3.3720 -1.1353  0.013
O -0.3410 -2.9718 -0.8425  -0.009
P -0.8177 -1.6341 -0.2650  -0.021
O -0.1632 -1.1397 1.0148  -0.009
Te -0.2042 0.4629 -1.5218  0.796
O -2.3394 -1.6770 -0.1613  0.002
C -3.2957 -2.2628 -1.1471  0.006
C -4.6088 -1.5600 -0.9612  -0.002
H 2.1671 -4.1129 -2.7864  0.000
H 0.9444 -2.9241 -3.2432  -0.001
H 0.4649 -4.5775 -2.8080  0.001
H 1.7142 -2.5385 -0.8755  0.000
H 1.2490 -4.2027 -0.4610  0.000
H -3.3405 -3.3238 -0.9159  -0.001
H -2.8738 -2.1233 -2.1431  0.003
H -4.9692 -1.6805 0.0587  0.000
H -5.3376 -2.0027 -1.6403  0.001
H -4.5280 -0.4963 -1.1810  0.001

---

2.
Entry from the OMol25 dataset: C17H15N3O3Pt as an isolated structure (ωB97M-V/def2-TZVPD).

Computed properties:
Lowest unoccupied orbital energy, eV: 0.1
Gap between HOMO and LUMO, eV: 7.6516
HOMO energy, eV: -7.595
E, Ha: -1166.08736
2S+1: 1

Last column: Löwdin charge in e.
Cartesian coordinates (Å):
Pt -0.8971 -0.8358 0.3989  1.192
O 1.8298 2.6077 -2.7353  0.056
C 0.8307 3.3760 -2.2633  -0.270
C 0.8676 4.7366 -2.5662  -0.017
C -0.1510 5.5740 -2.1585  -0.084
C -1.2153 5.0821 -1.4064  -0.093
C -1.2326 3.7453 -1.0628  -0.028
C -0.2251 2.8746 -1.4842  -0.081
C -0.3123 1.4526 -1.0789  -0.436
O -1.1262 1.1351 -0.1313  -0.194
N 0.4322 0.5926 -1.7192  0.053
N 0.2115 -0.6913 -1.2663  -0.157
C 0.9715 -1.6319 -1.6932  -0.054
C 0.8230 -3.0362 -1.4088  -0.159
C 1.7464 -3.9226 -1.9878  -0.053
C 1.6392 -5.2822 -1.8212  -0.101
C 0.5597 -5.7865 -1.0846  -0.081
C -0.3563 -4.9381 -0.5054  -0.017
C -0.2336 -3.5423 -0.6264  -0.364
O -1.1386 -2.7835 -0.0502  -0.272
H 1.5991 1.6744 -2.5325  0.066
H 1.7053 5.1066 -3.1430  0.116
H -0.1222 6.6203 -2.4362  0.102
H -2.0174 5.7376 -1.0942  0.098
H -2.0314 3.3364 -0.4586  0.113
H 1.7794 -1.3361 -2.3583  0.137
H 2.5530 -3.5107 -2.5850  0.110
H 2.3653 -5.9503 -2.2640  0.097
H 0.4415 -6.8573 -0.9711  0.103
H -1.1923 -5.3184 0.0671  0.114
C -0.7769 0.9577 5.6048  -0.085
C -0.9959 -0.4310 4.9938  -0.198
C -0.9840 -0.3880 3.5333  -0.126
N -1.0006 -0.2936 2.3944  0.023
H -0.8444 0.8884 6.6887  0.078
H -1.5309 1.6592 5.2527  0.083
H 0.2052 1.3464 5.3420  0.083
H -1.9570 -0.8432 5.3014  0.123
H -0.2193 -1.1248 5.3157  0.122

---

3.
Entry from the OMol25 dataset: a 2-piece molecular cluster, C7H15N3 overall (ωB97M-V/def2-TZVPD).

Computed properties:
Lowest unoccupied orbital energy (spin up / spin down), eV: -6.6 / -10.8
Gap between HOMO and LUMO (spin up / spin down), eV: 10.0337 / 7.2787
Net charge: +2
HOMO energy (spin up / spin down), eV: -16.634 / -18.063
E, Ha: -439.11626
2S+1: 3

Last column: Mulliken spin population.
Cartesian coordinates (Å):
C -0.2628 0.1800 -0.2398  0.602
C 1.0681 -0.5214 -2.5517  -0.008
C -0.2964 -1.1378 -2.1898  0.052
C 1.2738 0.8839 -1.9149  0.043
C -0.1549 1.9821 2.7454  -0.040
C -1.0387 1.0013 2.1645  0.891
C -0.9005 -2.2235 -0.0038  0.013
N -0.4321 -1.0093 -0.6982  0.183
N 0.4640 1.0700 -0.7700  0.123
N -0.2416 0.6764 3.3847  -0.005
H 1.8573 -1.2937 -2.3709  0.000
H 1.1196 -0.4797 -3.6103  0.012
H -1.1637 -0.6679 -2.5866  0.000
H -0.2861 -2.2208 -2.3280  0.005
H 2.2559 0.9417 -1.6000  0.000
H 1.1202 1.6257 -2.7354  0.016
H 0.9471 2.1672 2.3975  0.035
H -0.3315 3.0240 3.3255  0.034
H -2.1206 1.2046 2.1610  0.030
H -1.8479 -2.5442 -0.2664  0.008
H -0.2256 -2.9672 -0.1720  0.006
H -0.7935 -2.1130 1.0169  -0.011
H 0.4203 1.9836 -0.5164  -0.006
H 0.3990 -0.0969 3.1737  0.011
H -0.8295 0.5350 4.1850  0.005

---

4.
Entry from the OMol25 dataset: one molecule with the formula CH4N2O2 (ωB97M-V/def2-TZVPD).

Computed properties:
Lowest unoccupied orbital energy, eV: 0.3
Gap between HOMO and LUMO, eV: 10.0926
HOMO energy, eV: -9.766
E, Ha: -300.30118
2S+1: 1
SMILES: O/N=C\NO

Last column: Löwdin charge in e.
Cartesian coordinates (Å):
O 0.6120 1.1570 1.8655  -0.044
N 1.3759 0.3676 0.8510  0.044
C 0.8618 -0.2830 -0.1761  -0.171
N -0.4690 -0.8022 -0.5500  -0.012
O -1.2540 0.4971 -0.5867  -0.093
H -0.1871 1.1688 1.3560  0.027
H 1.4280 -0.8703 -0.7193  0.050
H -0.2727 -1.2140 -1.4530  0.097
H -2.0949 -0.0211 -0.5873  0.102

---

5.
Entry from the OMol25 dataset: C10H14I2SbSe4Sn as an isolated structure (ωB97M-V/def2-TZVPD).

Computed properties:
Lowest unoccupied orbital energy, eV: -5.0
Gap between HOMO and LUMO, eV: 6.2120
Net charge: +1
HOMO energy, eV: -11.194
E, Ha: -11044.94609
2S+1: 1

Last column: Löwdin charge in e.
Cartesian coordinates (Å):
Sn -1.1571 -0.6198 0.9826  0.784
C -0.4015 2.8134 -1.5868  -0.068
C 0.7599 2.4085 -0.6849  -0.386
C 2.0659 3.0516 -1.1660  -0.048
C 0.9456 0.9075 -0.5722  -0.297
C 1.7478 0.3939 0.4598  -0.088
C 2.0233 -0.9594 0.5623  -0.076
C 1.4865 -1.8760 -0.3456  -0.322
C 1.7890 -3.3460 -0.2429  -0.029
C 0.6737 -1.3742 -1.3651  -0.086
C 0.4216 -0.0053 -1.4878  -0.102
H -0.5278 3.8949 -1.5636  0.089
H -1.3450 2.3621 -1.2683  0.071
H -0.2199 2.5308 -2.6253  0.086
H 0.5521 2.7823 0.3234  0.141
H 2.3350 2.6709 -2.1531  0.094
H 2.8927 2.8437 -0.4868  0.080
H 1.9506 4.1328 -1.2382  0.087
H 2.1810 1.0799 1.1791  0.131
H 2.6754 -1.3132 1.3518  0.128
H 1.0423 -3.8614 0.3643  0.089
H 2.7596 -3.5108 0.2218  0.089
H 1.7929 -3.8142 -1.2258  0.088
H 0.2775 -2.0525 -2.1116  0.128
H -0.1719 0.3443 -2.3223  0.119
Se -7.9651 -2.4137 2.1456  -0.018
Sb -6.4997 -2.6171 0.3812  0.426
Se -3.5171 -0.2366 0.1043  0.010
Se -3.6005 -1.5148 2.1452  -0.228
Se -4.2738 -3.6363 1.4948  -0.068
I -1.1953 -0.1035 4.5175  0.055
I 0.5024 1.0380 6.2125  0.121

---

6.
Entry from the OMol25 dataset: a 2-piece molecular cluster, C5H13O2 overall (ωB97M-V/def2-TZVPD).

Computed properties:
Lowest unoccupied orbital energy, eV: 4.0
Gap between HOMO and LUMO, eV: 7.1527
Net charge: -1
HOMO energy, eV: -3.190
E, Ha: -348.73973
2S+1: 1

Last column: Löwdin charge in e.
Cartesian coordinates (Å):
C 0.1955 0.7882 1.4967  -0.484
O 1.3845 0.5976 0.8468  -0.334
C -0.8612 -0.1590 0.8894  -0.229
C -0.7977 -0.0010 -0.5847  -0.518
C -1.8757 -0.9306 -1.1135  -0.115
C -0.9698 1.3814 -1.1608  -0.089
H -0.0940 1.8378 1.5556  0.059
H 0.1206 0.5903 2.7306  0.102
H -0.7734 -1.1850 1.2757  0.111
H -1.7832 0.3071 1.2864  0.103
H 0.0724 -0.4828 -0.9003  0.094
H -1.4715 -1.6071 -1.9473  0.087
H -2.6796 -0.2395 -1.4787  0.068
H -2.3344 -1.6689 -0.4344  0.060
H -1.8795 1.8595 -0.5711  0.116
H -0.0830 2.0756 -0.7999  0.105
H -0.8526 1.2389 -2.2201  0.061
H 2.5307 -2.0920 0.2685  -0.046
H 2.1733 -0.5664 0.0752  0.044
O 2.7289 -1.4152 -0.3471  -0.196

---

7.
Entry from the OMol25 dataset: an isolated ion of composition C7H8NOS2 and charge -1 (ωB97M-V/def2-TZVPD).

Computed properties:
Lowest unoccupied orbital energy (spin up / spin down), eV: 3.2 / 3.0
Gap between HOMO and LUMO (spin up / spin down), eV: 7.4804 / 6.1761
Net charge: -1
HOMO energy (spin up / spin down), eV: -4.240 / -3.192
E, Ha: -1197.85049
2S+1: 1

Last column: Löwdin charge in e.
Cartesian coordinates (Å):
C 2.2592 1.4638 -1.5803  -0.586
C 4.3320 0.9997 -0.9479  -1.085
C -0.6463 1.2325 0.3412  0.077
C 1.9123 0.6203 -0.3608  -0.484
C 0.3615 0.2390 -0.0691  -0.599
C -0.2016 -0.3860 -1.4280  -0.067
C 0.3733 -0.7597 1.0751  -0.138
N 3.5776 1.6315 -1.7537  0.032
O 1.3889 2.0788 -2.1514  0.020
S 5.9582 0.8427 -0.6949  0.414
S 3.2216 0.2107 0.5541  0.857
H -0.6112 1.7438 1.2711  0.051
H -1.4158 1.4504 -0.2924  0.022
H 0.3575 -1.1796 -1.8948  0.064
H -0.2416 0.5101 -2.1307  0.080
H -1.3134 -0.6432 -1.2814  0.089
H 1.2349 -1.5874 0.7612  0.116
H -0.5863 -1.3430 1.1645  0.084
H 0.6021 -0.2411 1.9857  0.053

---

8.
Entry from the OMol25 dataset: C36H37AsBrN3O3STeV as an isolated structure (ωB97M-V/def2-TZVPD).

Computed properties:
Lowest unoccupied orbital energy (spin up / spin down), eV: 0.2 / 0.0
Gap between HOMO and LUMO (spin up / spin down), eV: 6.6340 / 6.4377
HOMO energy (spin up / spin down), eV: -6.409 / -6.484
E, Ha: -8203.99259
2S+1: 2

Last column: Mulliken spin population.
Cartesian coordinates (Å):
V 0.5788 0.0129 0.2936  0.655
N 0.7478 1.2839 1.9678  0.013
C 1.8743 2.1402 2.2983  0.013
C 2.0067 3.3437 1.3598  0.003
C 2.6310 3.0270 -0.0033  -0.001
N 1.7828 2.1536 -0.7942  -0.015
H -0.1283 1.8042 1.9845  0.001
H 0.6943 0.5103 2.6421  0.005
H 2.7832 1.5317 2.2422  -0.013
H 1.7729 2.5108 3.3302  0.003
H 2.6290 4.0994 1.8468  0.000
H 1.0163 3.7845 1.2028  -0.001
H 3.5943 2.5258 0.1239  0.000
H 2.8176 3.9886 -0.5137  0.000
H 2.1593 2.0278 -1.7290  0.001
H 0.8426 2.5342 -0.8635  0.001
O 1.5545 -1.1871 3.0807  0.133
S 2.5981 -1.3011 2.0209  0.328
N 2.1026 -0.6482 0.7305  -0.114
C 5.4051 -0.3956 -3.3180  -0.001
C 4.3668 0.1251 -4.0699  0.001
C 3.0510 -0.0630 -3.6740  -0.005
C 2.7659 -0.7684 -2.5103  0.015
C 3.8185 -1.2692 -1.7470  -0.009
C 5.1274 -1.0911 -2.1514  0.001
As 0.9677 -1.0724 -1.8151  -0.005
C -0.0505 -0.9664 -3.4827  0.009
C -0.2851 0.2994 -4.0146  0.002
C -1.0278 0.4576 -5.1717  -0.002
C -1.5603 -0.6522 -5.8085  0.001
C -1.3581 -1.9125 -5.2714  -0.001
C -0.6163 -2.0688 -4.1111  0.001
C 1.1299 -2.9956 -1.6172  -0.024
C 0.5921 -3.6026 -0.4887  0.023
C 0.6824 -4.9759 -0.3254  -0.004
C 1.3133 -5.7442 -1.2902  0.000
C 1.8527 -5.1458 -2.4192  0.001
C 1.7656 -3.7752 -2.5814  0.003
H 6.4263 -0.2574 -3.6421  0.000
H 4.5839 0.6869 -4.9664  0.000
H 2.2399 0.3399 -4.2757  0.000
H 3.5924 -1.7854 -0.8172  0.000
H 5.9344 -1.4913 -1.5561  0.000
H 0.1030 1.1629 -3.4790  0.001
H -1.2076 1.4455 -5.5718  0.000
H -2.1446 -0.5316 -6.7099  0.000
H -1.7890 -2.7776 -5.7532  0.000
H -0.4774 -3.0565 -3.6830  0.001
H 0.1179 -2.9832 0.2745  0.029
H 0.2633 -5.4472 0.5525  -0.001
H 1.3861 -6.8146 -1.1638  0.000
H 2.3393 -5.7482 -3.1733  0.000
H 2.1897 -3.2897 -3.4575  0.000
C -1.0292 2.2184 4.7854  -0.001
Te -2.2515 0.9483 3.4922  -0.001
C -3.7682 1.3403 4.9953  -0.001
C -3.2157 2.3067 5.9856  0.000
C -4.0145 2.7858 7.0158  0.000
C -3.5180 3.6913 7.9336  0.000
C -2.2050 4.1205 7.8313  0.000
C -1.3997 3.6360 6.8170  0.000
C -1.8989 2.7298 5.8878  0.000
H -0.6159 3.0554 4.2203  0.000
H -0.2022 1.6377 5.1951  0.000
H -4.0397 0.4151 5.4993  0.000
H -4.6648 1.7421 4.5282  0.000
H -5.0349 2.4403 7.0921  0.000
H -4.1508 4.0602 8.7282  0.000
H -1.8111 4.8310 8.5438  0.000
H -0.3714 3.9655 6.7445  0.000
Br -5.1905 -2.7360 -4.0885  0.000
C -4.0738 -1.8471 -2.8372  -0.004
C -3.6979 -2.5042 -1.6753  0.003
C -2.8588 -1.8667 -0.7843  -0.013
C -2.3966 -0.5782 -1.0616  -0.019
C -2.8186 0.0766 -2.2209  -0.008
C -3.6590 -0.5532 -3.1106  0.000
C -1.4779 0.1231 -0.1459  0.032
O -1.2310 -0.3564 1.0021  -0.015
O -0.8916 1.1654 -0.5440  -0.023
H -4.0625 -3.5004 -1.4754  0.000
H -2.5517 -2.3522 0.1328  0.000
H -2.4681 1.0809 -2.4083  -0.001
H -3.9861 -0.0535 -4.0090  0.000

---

9.
Entry from the OMol25 dataset: a 2-piece molecular cluster, C22H34N4O3 overall (ωB97M-V/def2-TZVPD).

Computed properties:
Lowest unoccupied orbital energy, eV: -0.9
Gap between HOMO and LUMO, eV: 4.4767
HOMO energy, eV: -5.407
E, Ha: -1303.22044
2S+1: 1

Last column: Löwdin charge in e.
Cartesian coordinates (Å):
C 3.3074 -0.4265 3.8194  -0.046
C 2.8084 -0.2380 2.4054  -0.387
C 3.2621 1.0554 1.7825  -0.068
N 1.3471 -0.1741 2.3953  -0.057
N 0.7927 1.0144 2.4261  0.115
N -0.5347 0.7781 2.5577  -0.004
C -1.3392 2.0143 2.6918  -0.372
C -1.0162 2.8441 1.4707  -0.048
C -0.9424 2.7091 3.9783  -0.047
C -0.8083 -0.5402 2.6705  -0.101
C -2.2382 -1.0642 2.6510  -0.530
C -2.2417 -2.5883 2.5600  -0.060
C -2.9575 -0.5198 1.4151  -0.035
C -2.9661 -0.6439 3.9290  -0.039
C 0.4369 -1.2139 2.5927  -0.253
C 0.8660 -2.5250 2.5946  -0.033
H 4.3993 -0.5017 3.7975  0.082
H 3.0190 0.4370 4.4342  0.089
H 2.8971 -1.3431 4.2526  0.071
H 3.0697 -1.0950 1.7785  0.131
H 4.3534 1.1268 1.8258  0.085
H 2.9670 1.0645 0.7341  0.054
H 2.8020 1.9015 2.3043  0.075
H -2.3907 1.7377 2.7135  0.103
H -1.5932 3.7751 1.4927  0.085
H 0.0578 3.0669 1.4561  0.081
H -1.2697 2.3032 0.5537  0.086
H -1.5051 3.6438 4.0853  0.085
H -1.1585 2.0797 4.8466  0.080
H 0.1326 2.9280 3.9565  0.080
H -1.7442 -3.0279 3.4308  0.087
H -3.2777 -2.9527 2.5352  0.089
H -1.7425 -2.9116 1.6382  0.082
H -3.1061 0.5630 1.4755  0.068
H -2.3716 -0.7484 0.5185  0.076
H -3.9474 -0.9889 1.3346  0.091
H -3.0253 0.4463 4.0304  0.066
H -3.9901 -1.0397 3.9165  0.088
H -2.4504 -1.0528 4.8057  0.095
H 0.1299 -3.3203 2.6066  0.008
H 1.9346 -2.7152 2.6116  0.020
C 3.2690 -9.1678 0.7095  -0.059
O 1.9472 -8.7155 0.3483  -0.085
C 1.7457 -7.3987 0.0834  -0.254
C 0.4139 -7.0265 -0.2404  0.003
C 0.1158 -5.7171 -0.5141  -0.021
C 1.1186 -4.7105 -0.4942  -0.219
C 0.7375 -3.3573 -0.7854  0.012
C 1.5867 -2.2812 -0.8587  -0.036
N 1.0480 -1.0090 -0.6833  -0.341
O 1.7676 0.0232 -0.7097  0.020
O -0.2153 -0.9423 -0.5488  -0.004
C 2.4473 -5.0913 -0.1720  -0.005
C 2.7634 -6.4116 0.1219  -0.005
H 3.1229 -10.2353 0.8679  0.092
H 3.9851 -8.9968 -0.1045  0.096
H 3.6226 -8.6920 1.6339  0.097
H -0.3494 -7.8011 -0.2564  0.121
H -0.9039 -5.4151 -0.7589  0.120
H -0.3202 -3.1745 -0.9943  0.127
H 2.6621 -2.3481 -1.0415  0.131
H 3.2222 -4.3254 -0.1534  0.112
H 3.7841 -6.7020 0.3841  0.106

---

10.
Entry from the OMol25 dataset: a 2-piece molecular cluster, C12H10N5O4 overall (ωB97M-V/def2-TZVPD).

Computed properties:
Lowest unoccupied orbital energy, eV: 1.9
Gap between HOMO and LUMO, eV: 5.4757
Net charge: -1
HOMO energy, eV: -3.576
E, Ha: -1037.89502
2S+1: 1

Last column: Löwdin charge in e.
Cartesian coordinates (Å):
O 2.4123 0.7745 3.4179  0.057
N 2.1267 -0.3094 2.8621  -0.310
C 0.7587 -0.5777 2.5700  -0.121
C -0.1806 0.3996 2.8935  0.051
N -1.4600 -0.0414 3.0772  -0.010
N -2.5300 0.6826 3.5600  0.058
N -3.5417 -0.1422 3.6111  -0.046
N -3.1957 -1.4174 3.2151  0.037
C -1.8884 -1.3489 2.8931  -0.296
C -0.9537 -2.3146 2.4408  -0.016
C 0.3492 -1.9221 2.2927  0.004
O 2.9853 -1.1780 2.5912  0.029
H 0.0317 1.3327 3.3916  0.125
H -1.3426 -3.3247 2.2917  0.112
H 1.1176 -2.6435 2.0209  0.115
C 2.5841 6.3517 5.2400  -0.099
O 2.3939 5.0681 4.6358  -0.110
C 1.8082 4.9857 3.4049  -0.313
C 1.5212 6.1044 2.5854  -0.090
C 0.8914 5.8479 1.3614  -0.158
C 0.5131 4.5875 0.9743  -0.062
C 0.6692 3.4238 1.8455  -0.432
O 0.1630 2.2723 1.6616  -0.128
C 1.4981 3.6957 2.9907  0.025
H 3.0069 6.1156 6.2138  0.079
H 3.2838 6.9582 4.6533  0.082
H 1.6388 6.8968 5.3591  0.088
H 1.7766 7.1054 2.9204  0.074
H 0.6936 6.7126 0.7191  0.089
H 0.0225 4.4240 0.0106  0.087
H 1.8061 2.8461 3.5885  0.080